1.
C24H82N4O15 | ωB97M-V/def2-TZVPD

The geometry in XYZ format:
```
125
C24H82N4O15 ωB97M-V/def2-TZVPD
O -4.2363 -8.7419 10.3333
H -4.3661 -8.4273 9.4386
H -4.6060 -9.6248 10.3333
O -9.3896 -2.7619 17.5668
H -10.1600 -2.1940 17.5539
H -9.2748 -3.0314 16.6556
O -5.2173 -6.1013 6.2696
H -5.5114 -6.2051 5.3646
H -5.3055 -5.1643 6.4446
O -3.7859 -6.7859 14.4606
H -3.8606 -7.5062 15.0865
H -3.7617 -7.2133 13.6045
O -14.0214 -3.1773 6.3116
H -14.0329 -4.0026 6.7963
H -14.9362 -2.8959 6.2949
O -2.6558 -2.5538 15.7755
H -3.0141 -2.4421 16.6561
H -2.8396 -3.4671 15.5557
O -4.2733 0.9443 9.5759
H -4.5929 0.3786 8.8730
H -4.7786 0.6805 10.3448
C -12.7753 -10.5850 7.1104
C -13.2480 -9.3127 6.3316
C -14.0665 -9.6881 5.0905
O -13.3912 -10.4174 4.0921
C -14.1261 -10.5796 2.8686
N -14.0713 -8.4302 7.1884
H -13.5284 -11.2192 7.5781
H -12.0699 -10.4295 7.9267
H -12.2283 -11.1837 6.3821
H -12.3977 -8.7116 6.0095
H -14.5312 -8.8334 4.5990
H -14.9679 -10.1911 5.4408
H -15.0526 -11.1349 3.0151
H -13.5713 -11.2126 2.1761
H -14.3805 -9.6411 2.3762
H -13.6269 -8.3314 8.0900
H -14.8945 -8.9491 7.4587
C -6.3362 3.1640 14.9062
C -7.5199 2.2108 14.5612
C -8.7532 2.8949 13.8092
O -9.4580 3.8421 14.5969
C -9.9846 4.9892 13.9375
N -6.8917 1.1681 13.6892
H -5.3166 2.7789 14.8902
H -6.5738 3.7368 15.8026
H -6.2895 3.9213 14.1237
H -7.8472 1.7887 15.5114
H -9.5403 2.2001 13.5162
H -8.5029 3.2960 12.8271
H -9.1904 5.6552 13.6001
H -10.6202 5.5641 14.6110
H -10.5372 4.8077 13.0157
H -6.1000 0.7940 14.1927
H -7.4379 0.3188 13.6687
C -11.7258 -11.6012 18.7056
C -10.7470 -12.5394 17.9943
C -9.7425 -11.9088 17.0181
O -10.3726 -11.1730 15.9881
C -9.5925 -10.3635 15.1868
N -10.0089 -13.2795 19.0858
H -12.3176 -12.1247 19.4565
H -12.4736 -11.1612 18.0459
H -11.1440 -10.8605 19.2543
H -11.2554 -13.4322 17.6302
H -9.0942 -12.6452 16.5434
H -9.0499 -11.2608 17.5553
H -10.1172 -9.9029 14.3497
H -8.7466 -10.8822 14.7357
H -9.1624 -9.6278 15.8664
H -10.6073 -13.8243 19.6902
H -9.4519 -14.0444 18.7324
C -14.6610 2.4378 17.4883
C -14.1969 1.0986 16.9313
C -14.3334 0.7454 15.4402
O -15.6622 0.3736 15.1245
C -15.7303 -0.0414 13.7720
N -12.7962 1.1301 17.0710
H -15.6358 2.6768 17.0631
H -14.0339 3.2762 17.1849
H -14.7602 2.4431 18.5737
H -14.4298 0.2671 17.5966
H -13.6421 -0.0764 15.2535
H -13.9732 1.6543 14.9583
H -16.6694 -0.4773 13.4309
H -15.1106 -0.9206 13.5960
H -15.4275 0.7279 13.0616
H -12.7579 1.7090 17.8977
H -12.3921 1.6822 16.3281
C -5.3675 0.5889 3.7882
C -5.0224 -0.8975 3.9956
O -5.3513 -1.2246 5.2978
H -4.8868 0.9857 2.8940
H -4.9370 1.1211 4.6365
H -6.4411 0.7708 3.7388
H -3.9756 -1.1693 3.8596
H -5.5466 -1.5026 3.2560
H -6.3099 -1.2578 5.3382
C -11.6929 1.5852 5.3263
C -11.0552 0.8758 6.4994
O -10.3736 -0.2945 6.0345
H -12.2495 2.4540 5.6776
H -12.3111 0.8592 4.7981
H -10.9002 1.8982 4.6468
H -11.8332 0.6351 7.2238
H -10.4499 1.5808 7.0693
H -10.9638 -1.0046 6.2969
C -9.8429 -3.7425 11.3388
C -8.3581 -4.2382 11.4095
O -7.9642 -4.2570 12.7524
H -10.1821 -3.4078 10.3585
H -9.8509 -2.7753 11.8413
H -10.5441 -4.4261 11.8175
H -7.7407 -3.5769 10.8015
H -8.3334 -5.2407 10.9823
H -7.0713 -4.6044 12.8120
C -14.4126 -5.9776 15.8550
C -15.1391 -7.1407 15.1798
O -14.2704 -7.8822 14.3773
H -15.1054 -5.4578 16.5168
H -13.9107 -5.2230 15.2494
H -13.6162 -6.2593 16.5438
H -15.9807 -6.6797 14.6627
H -15.5072 -7.7892 15.9748
H -13.5029 -8.1836 14.8689
```

For the HOMO energy, the calculation gives -9.25 eV. The energy above the lowest of the compared OMol25 structures with the same formula, charge and spin comes out at 117.2 kcal per mole. The molecular weight is 666.93 u.

Atom charges from the Mulliken analysis, given in e for atoms 1 to 2: number 1, O, carries -0.64; number 2, H, carries 0.32



2.
C24H84N6O15 | ωB97M-V/def2-TZVPD

The geometry in XYZ format:
```
129
C24H84N6O15 ωB97M-V/def2-TZVPD
O 3.7242 -2.1222 4.4129
H 2.7701 -2.1061 4.3373
H 3.9681 -3.0185 4.1818
O -2.8357 3.6886 -0.9065
H -3.4279 4.2950 -1.3512
H -2.1665 3.4842 -1.5597
O 4.2003 0.9953 0.7840
H 4.4591 0.7415 1.6698
H 3.5098 1.6456 0.9128
O -0.6812 2.7379 -2.8083
H 0.1944 3.1117 -2.7093
H -0.6309 2.2180 -3.6104
O 2.1042 3.1007 -3.1695
H 2.1533 4.0565 -3.1499
H 3.0079 2.8113 -3.0439
O 1.8172 2.2898 1.5136
H 1.1352 2.8559 1.1522
H 1.5269 1.4017 1.3058
O 4.5599 0.5469 3.5965
H 4.6108 -0.4008 3.7210
H 3.8935 0.8354 4.2201
O 1.0402 -0.0525 0.3439
H 1.6436 0.1649 -0.3666
H 0.1759 0.1797 0.0042
O -4.2238 1.9583 0.9557
H -3.7914 2.6290 0.4271
H -3.8102 2.0274 1.8162
C 0.6065 5.7317 0.9387
C -0.4914 5.2703 1.8480
C -1.6759 6.2599 1.8213
O -1.1432 7.5665 2.3220
C -2.1399 8.5018 2.5065
N -0.8671 3.8743 1.6588
H 0.1802 5.8692 -0.0550
H 1.4009 4.9973 0.8063
H 1.0687 6.7083 1.0827
H -0.0479 5.3728 2.8384
H -2.4779 5.7670 2.3708
H -2.0814 6.3574 0.8143
H -2.5646 8.7289 1.5287
H -1.7316 9.4069 2.9561
H -2.8645 8.1121 3.2216
H -1.3632 3.7346 0.7902
H -1.5206 3.6559 2.3973
C -4.0503 -3.7784 2.8888
C -4.4434 -2.5200 3.7910
C -3.7197 -1.1772 3.2982
O -2.3419 -1.2419 3.3771
C -1.6012 -0.0083 3.1920
N -5.8600 -2.2349 3.7691
H -4.5202 -3.7530 1.9057
H -4.4497 -4.6108 3.4682
H -2.9887 -3.8927 2.6696
H -4.0361 -2.7524 4.7750
H -4.0746 -0.3541 3.9184
H -4.0133 -0.9128 2.2823
H -1.7715 0.7218 3.9833
H -1.7222 0.4544 2.2126
H -0.5425 -0.2626 3.1411
H -6.0962 -1.6066 4.5238
H -6.0156 -1.6611 2.9526
C 6.4556 -1.3577 -1.2418
C 5.0586 -1.5881 -1.8510
C 4.0419 -2.3000 -0.8655
O 4.1248 -3.6992 -1.1432
C 3.2604 -4.4485 -0.3167
N 4.5581 -0.2842 -2.2355
H 6.4180 -0.4650 -0.6175
H 7.1888 -1.2053 -2.0338
H 6.8186 -2.2172 -0.6783
H 5.0306 -2.2553 -2.7125
H 3.0511 -1.9044 -1.0890
H 4.2232 -2.0929 0.1891
H 3.5800 -4.3753 0.7228
H 3.0824 -5.4711 -0.6496
H 2.2757 -4.0027 -0.4567
H 3.5904 -0.1928 -2.5102
H 4.5354 0.2735 -1.3938
C 1.6509 -2.1435 -3.9246
C 1.5923 -0.6021 -4.1722
C 0.2512 -0.2156 -4.8753
O 0.0082 1.1903 -5.0812
C -0.9446 1.4260 -6.1442
N 1.5697 -0.0016 -2.8484
H 1.5267 -2.6496 -4.8819
H 0.8114 -2.3532 -3.2617
H 2.5319 -2.5322 -3.4139
H 2.5017 -0.3024 -4.6929
H -0.6055 -0.7141 -4.4217
H 0.3165 -0.6968 -5.8512
H -1.8770 0.8631 -6.0995
H -0.4839 1.5473 -7.1245
H -1.3573 2.4306 -6.0519
H 1.3923 0.9893 -2.9306
H 0.7711 -0.3862 -2.3644
C -2.0924 -1.4211 -0.3666
C -1.6006 -0.4404 -1.4842
C -2.7269 -0.2425 -2.5316
O -2.9307 -1.4968 -3.2878
C -3.8840 -1.2385 -4.2746
N -1.1490 0.8398 -0.8687
H -2.9518 -1.1085 0.2266
H -1.2747 -1.5496 0.3426
H -2.3241 -2.3957 -0.7962
H -0.6685 -0.8698 -1.8516
H -2.3078 0.5815 -3.1092
H -3.6438 0.1112 -2.0602
H -4.2018 -2.2025 -4.6717
H -3.3681 -0.5559 -4.9499
H -4.7463 -0.7850 -3.7859
H -0.8451 1.4787 -1.5895
H -1.9453 1.3312 -0.4885
C 0.6550 -4.3368 3.9415
C 1.1521 -3.4148 2.8084
C 0.2356 -3.6799 1.5970
O 0.4270 -4.8949 0.8710
C -0.3098 -4.8968 -0.3020
N 1.1444 -1.9542 3.1809
H -0.4099 -4.1234 4.0344
H 1.1825 -4.0824 4.8608
H 0.6825 -5.3950 3.6812
H 2.1665 -3.6311 2.4733
H 0.4962 -2.8675 0.9185
H -0.7983 -3.5041 1.8940
H -1.3854 -5.0175 -0.1728
H 0.0278 -5.7228 -0.9279
H -0.0383 -3.9830 -0.8305
H 1.2941 -1.4380 2.3258
H 0.2220 -1.7563 3.5417
```

For the HOMO energy, the calculation gives -8.22 eV. The energy above the lowest of the compared OMol25 structures with the same formula, charge and spin comes out at 34.1 kcal per mole. The molecular weight is 696.96 u.

Atom charges from the Mulliken analysis, given in e for atoms 1 to 2: number 1, O, carries -0.67; number 2, H, carries 0.38



Number 1: orbital gap 9.3 eV, E -2310.9359 a.u.. Number 2: orbital gap 8.1 eV, E -2421.8012 a.u..